# 1
ORCA calculation (the ωB97M-V functional and the def2-TZVPD basis) on C16H24AsBBrN4O3SZr as an isolated structure.

## Properties
⟨S²⟩: 0.7539
LUMO (spin up / spin down) in eV: 0.04 / 0.02
Total charge: 0
Relative energy (zero: lowest compared OMol25 entry of this formula, charge and spin) in kcal per mole: 0.0
Multiplicity: 2
Gap between HOMO and LUMO (spin up / spin down) in eV: 5.89 / 8.48

```
52
C16H24AsBBrN4O3SZr, DFT the ωB97M-V functional and the def2-TZVPD basis
Zr 0.0867 0.6721 0.3504
O -1.1083 0.1077 2.0179
N -0.6870 -0.2588 3.2309
C -1.6027 -0.2537 4.2252
C -1.2634 -0.6685 5.4776
C 0.0531 -1.0911 5.7091
C 0.9697 -1.0597 4.6933
C 0.6135 -0.6112 3.4062
S 1.7024 -0.4732 2.1036
H -2.5726 0.1172 3.9337
H -2.0036 -0.6498 6.2625
H 0.3498 -1.4274 6.6933
H 1.9959 -1.3584 4.8473
B -1.5206 3.4997 3.0903
C -0.4132 3.1648 2.0156
N 0.2846 2.7861 1.1674
H -1.2430 2.8693 4.0892
H -1.5727 4.6869 3.2834
H -2.5547 3.0807 2.5855
C -1.6533 -2.1102 -2.1881
As -0.3887 -1.8771 -0.7323
C -1.0986 -3.0990 0.6009
C 1.1299 -2.8967 -1.3938
H -1.7849 -3.1658 -2.4239
H -1.2847 -1.5814 -3.0664
H -2.6029 -1.6682 -1.8903
H -1.2425 -4.0944 0.1824
H -2.0491 -2.7108 0.9647
H -0.3972 -3.1446 1.4336
H 0.8182 -3.8959 -1.6968
H 1.8770 -2.9625 -0.6043
H 1.5697 -2.3774 -2.2447
Br 1.0927 1.9394 -7.1630
C 2.0408 1.4510 -5.5978
C 3.3921 1.1534 -5.6862
C 4.0861 0.7947 -4.5392
C 3.4349 0.7340 -3.3178
C 2.0802 1.0349 -3.2485
C 1.3723 1.3968 -4.3891
C 1.3728 0.9584 -1.9438
O 0.1290 1.2270 -1.8730
O 1.9886 0.5984 -0.9012
H 3.8941 1.2026 -6.6425
H 5.1408 0.5632 -4.6046
H 3.9584 0.4579 -2.4129
H 0.3196 1.6291 -4.3169
N -3.1747 0.5492 0.0374
N -2.1128 1.5117 -0.0732
H -4.0631 1.0333 0.1259
H -3.0063 0.0652 0.9134
H -2.2714 2.3103 0.5425
H -2.0807 1.8406 -1.0329
```

# 2
ORCA calculation (the ωB97M-V functional and the def2-TZVPD basis) on a 2-piece molecular cluster, C2H5S overall.

## Properties
LUMO in eV: 4.22
Total charge: -1
Relative energy (zero: lowest compared OMol25 entry of this formula, charge and spin) in kcal per mole: 26.1
Gap between HOMO and LUMO in eV: 6.72

```
8
C2H5S, DFT the ωB97M-V functional and the def2-TZVPD basis
S -1.6171 2.2011 -1.0790
H -0.3705 2.8005 -1.3109
C 0.1484 -0.3504 0.9128
C 0.3823 -1.3614 -0.0033
H 0.7706 -0.2146 1.8082
H -0.4989 0.5511 0.6338
H 0.1053 -1.4642 -1.0579
H 1.0799 -2.1620 0.0962
```

# 3
ORCA calculation (the ωB97M-V functional and the def2-TZVPD basis) on a 23-piece molecular cluster, C24H100N6O23 overall.

## Properties
LUMO in eV: -0.76
Total charge: 0
Relative energy (zero: lowest compared OMol25 entry of this formula, charge and spin) in kcal per mole: 0.0
Gap between HOMO and LUMO in eV: 7.97

```
153
C24H100N6O23, DFT the ωB97M-V functional and the def2-TZVPD basis
O -30.2602 2.2047 0.8144
H -29.4630 2.7162 0.9525
H -30.1988 1.4890 1.4470
O -24.6447 6.4820 0.8576
H -24.1316 6.0181 0.1960
H -24.3771 7.3969 0.7709
O -25.1977 7.9354 -2.5640
H -26.0737 8.3166 -2.6244
H -24.7466 8.2450 -3.3495
O -27.9691 3.9748 1.1175
H -27.7003 4.7530 1.6058
H -27.4326 3.2685 1.4774
O -25.3752 4.7967 4.3219
H -24.5126 4.6120 4.6935
H -25.4698 4.1646 3.6093
O -27.0226 5.8792 -2.5593
H -27.6529 6.5970 -2.4986
H -26.1754 6.3120 -2.6652
O -30.3386 3.2431 -3.8075
H -31.1132 3.2221 -4.3694
H -30.5959 3.7887 -3.0643
O -26.1428 2.6159 2.7841
H -25.2750 2.2545 2.6035
H -26.5721 1.9513 3.3228
O -32.0346 3.9881 1.9750
H -31.4661 3.3038 1.6216
H -32.0147 3.8511 2.9221
O -28.3537 8.3745 -2.3585
H -28.8924 8.1563 -1.5980
H -28.4458 9.3225 -2.4537
O -27.5890 -0.7565 -2.2351
H -26.9431 -0.1490 -1.8746
H -28.3972 -0.2460 -2.2846
O -24.7321 5.9429 -5.3981
H -24.7259 6.8849 -5.5679
H -24.2377 5.8423 -4.5846
O -29.3304 5.7032 3.2560
H -28.5621 6.2236 3.0211
H -29.0800 4.8014 3.0553
O -25.1070 -1.3307 -3.7928
H -24.9539 -0.8008 -3.0105
H -25.3475 -0.6969 -4.4686
O -26.9711 6.5682 2.5058
H -26.3650 6.3943 3.2260
H -26.4198 6.5702 1.7233
O -27.1179 3.3528 -1.5336
H -27.1273 4.1266 -2.0970
H -27.4675 3.6606 -0.6974
O -28.2948 4.8264 -4.8105
H -27.5789 4.8560 -4.1758
H -28.9040 4.1793 -4.4551
C -19.6286 4.1073 -2.4157
C -20.9727 4.2896 -3.0425
C -21.9146 5.3520 -2.4510
O -23.2067 5.3080 -2.9680
C -24.0678 4.4048 -2.4140
N -20.8082 4.5696 -4.4704
H -19.1553 3.1673 -2.6996
H -19.8415 3.9888 -1.3533
H -19.0359 5.0068 -2.5823
H -21.5196 3.3468 -3.0360
H -21.5791 6.3284 -2.8003
H -21.9262 5.4975 -1.3709
H -24.1091 4.6286 -1.3480
H -23.7825 3.3649 -2.5732
H -25.0459 4.4351 -2.8942
H -20.5496 3.6666 -4.8416
H -21.7137 4.7144 -4.8938
C -31.0325 6.2945 -3.0201
C -30.5679 5.6299 -1.7457
C -30.7582 6.4252 -0.4258
O -30.1562 7.7109 -0.4473
C -30.0947 8.4117 0.8319
N -31.2892 4.4130 -1.6475
H -30.8547 7.3695 -3.0514
H -32.0822 6.1235 -3.2586
H -30.4350 5.9931 -3.8805
H -29.5067 5.4338 -1.8990
H -30.2070 5.7668 0.2455
H -31.8043 6.5713 -0.1566
H -29.4016 8.0596 1.5959
H -31.1284 8.4868 1.1693
H -29.7481 9.4212 0.6108
H -32.2555 4.7046 -1.6848
H -31.1601 3.8610 -0.8116
C -32.4182 0.3518 -2.0636
C -31.0341 -0.1488 -2.7070
C -31.1221 -0.2880 -4.2128
O -32.2805 -1.1471 -4.4274
C -32.5576 -1.4043 -5.8145
N -30.0112 0.7714 -2.2105
H -32.6273 1.4135 -2.1946
H -32.3816 0.3411 -0.9742
H -33.2129 -0.2496 -2.5048
H -30.9828 -1.1026 -2.1818
H -30.2622 -0.8185 -4.6216
H -31.2627 0.6044 -4.8226
H -32.6804 -0.4902 -6.3955
H -33.4421 -1.9976 -6.0463
H -31.7000 -1.9138 -6.2537
H -30.1508 1.5430 -2.8471
H -30.2867 1.1264 -1.3060
C -25.4038 -0.5432 0.3638
C -24.7063 0.6635 -0.2676
C -23.1607 0.4099 -0.4470
O -22.5426 1.5786 -1.0298
C -22.2640 2.5970 -0.0282
N -25.3257 0.9702 -1.4988
H -25.0627 -0.7439 1.3794
H -25.3089 -1.3506 -0.3622
H -26.4538 -0.2627 0.4460
H -24.8618 1.4902 0.4256
H -23.0489 -0.3766 -1.1934
H -22.5842 0.0567 0.4080
H -21.4248 3.1676 -0.4260
H -22.0946 2.3166 1.0114
H -23.0473 3.3545 -0.0004
H -24.6735 1.4641 -2.0910
H -26.1184 1.5482 -1.2584
C -23.0409 2.2179 -5.4589
C -24.1912 2.6571 -6.4745
C -25.5182 2.7666 -5.7312
O -25.8661 1.4295 -5.4249
C -27.1573 1.3559 -4.8014
N -23.8111 3.8890 -7.0375
H -23.0613 2.8824 -4.5951
H -22.0684 2.3813 -5.9233
H -23.1791 1.1766 -5.1681
H -24.2435 1.9181 -7.2740
H -26.2701 3.1730 -6.4078
H -25.5048 3.3953 -4.8409
H -27.8940 1.7819 -5.4825
H -27.2136 1.9967 -3.9214
H -27.3981 0.3287 -4.5275
H -24.5370 4.1128 -7.7031
H -23.9994 4.5815 -6.3269
C -27.1351 8.3410 -8.6411
C -27.3499 7.6347 -7.2041
C -28.7715 7.8727 -6.6218
O -29.0890 9.2552 -6.4694
C -30.3007 9.4729 -5.7676
N -27.1084 6.2090 -7.3736
H -26.1382 8.4020 -9.0775
H -27.4056 9.3901 -8.5212
H -27.6900 7.8728 -9.4541
H -26.6743 8.0762 -6.4714
H -28.8778 7.4122 -5.6396
H -29.5037 7.4917 -7.3337
H -31.0678 8.7963 -6.1441
H -30.5705 10.5243 -5.8671
H -30.1686 9.2332 -4.7125
H -26.2034 6.0602 -6.9507
H -27.7034 5.8678 -6.6322
```

# 4
ORCA calculation (the ωB97M-V functional and the def2-TZVPD basis) on one molecule with the formula CH3ClN2S.

## Properties
LUMO in eV: 0.47
Total charge: 0
SMILES string: [H]/N=C(\Cl)SN
Relative energy (zero: lowest compared OMol25 entry of this formula, charge and spin) in kcal per mole: 31.9
Gap between HOMO and LUMO in eV: 9.86

```
8
CH3ClN2S, DFT the ωB97M-V functional and the def2-TZVPD basis
H 1.8685 1.9893 -0.0016
N 1.3787 1.1657 -0.1778
C 2.0676 0.1736 -0.0480
Cl 3.8017 0.1388 -0.0176
S 0.9462 -1.6747 0.0119
N -0.5237 -0.8487 0.0406
H -0.8850 -0.5321 -0.9432
H -0.9212 -0.3719 0.8758
```

For reference, F_max by record: 0.2; 2.7; 3.8; 3.9 eV/A.